Entry 1:
A 2-piece molecular cluster, C9H14 overall in a non-equilibrium geometry, computed with the ωB97M-V functional and the def2-TZVPD basis.

total energy = -351.25910 a.u.
multiplicity = 1
HOMO = -8.700 eV
lowest unoccupied orbital energy = 0.035 hartree
HOMO-LUMO gap = 9.64 eV

```
23
Properties=species:S:1:pos:R:3:forces:R:3
C 1.4403 0.9526 -1.4680 2.25 0.62 -0.35
C 0.3102 0.9103 -0.5133 1.04 1.50 0.90
C 0.7598 1.0371 0.8829 -2.02 -0.68 -3.52
C -0.1759 1.1280 1.8348 -2.74 0.38 0.61
C -1.5347 1.3509 1.4050 0.21 -1.41 2.72
C -1.8671 1.4428 0.0841 -4.56 2.51 0.96
C -0.9804 1.2327 -0.9187 1.48 -0.54 0.54
H 1.2629 1.0514 -2.5325 -0.79 0.36 -0.10
H 2.0997 0.0643 -1.4729 -0.18 0.34 0.61
H 2.0568 1.8660 -1.1414 -0.49 -1.39 -0.75
H 1.7754 1.1820 1.0440 1.77 -0.38 0.40
H 0.0375 1.1014 2.9004 0.07 0.17 -0.18
H -2.3352 1.2803 2.2131 1.07 0.69 -1.27
H -2.9478 1.9800 -0.1046 2.60 -1.92 0.12
H -1.2933 1.4334 -1.9185 0.29 -0.26 -0.70
C 0.9865 -3.1920 -1.1100 -0.40 0.66 0.85
C 0.3117 -3.2660 0.4010 -0.69 -2.27 -3.58
H 1.4955 -4.1103 -1.3826 0.24 -0.12 0.23
H 0.2321 -3.0652 -1.8969 -0.08 0.07 0.37
H 1.7039 -2.3353 -1.2645 -0.67 -0.88 0.53
H -0.8169 -3.2639 0.2194 1.54 0.57 0.67
H 0.5048 -4.3065 0.8055 0.14 1.48 -0.08
H 0.7220 -2.4558 0.9443 -0.09 0.53 0.99
```
Positions in Å, forces in eV/Å.



Entry 2:
C3H8OS in the gas phase in a non-equilibrium geometry, computed with the ωB97M-V functional and the def2-TZVPD basis.

total energy = -592.27466 a.u.
multiplicity = 1
HOMO (spin up / spin down) = -8.463 / -8.463 eV
lowest unoccupied orbital energy (spin up / spin down) = 0.002 / 0.002 hartree
HOMO-LUMO gap (spin up / spin down) = 8.51 / 8.51 eV

```
13
Properties=species:S:1:pos:R:3:forces:R:3
C 0.2265 -1.7344 -1.1515 -0.11 -1.16 2.95
C 0.6518 -0.7547 -0.0490 -1.05 -1.06 1.22
S -0.5400 0.4490 0.1047 -4.41 3.49 -0.70
C 0.3434 1.8033 1.1241 -1.20 -4.34 -0.12
O -2.3650 0.7799 0.5198 5.65 -1.33 -1.10
H 0.9039 -2.5910 -1.1609 -0.04 0.13 -0.01
H -0.7821 -2.0997 -0.9244 0.16 -0.28 -0.39
H 0.2393 -1.2806 -2.0672 0.00 1.17 -2.54
H 0.7792 -1.3097 0.9491 0.07 1.06 -1.21
H -0.6494 0.8197 -1.2823 0.30 -0.38 1.86
H 1.0741 1.0492 1.4834 0.09 1.62 0.45
H 0.5658 2.7230 0.7358 1.70 1.61 -2.29
H -0.4475 2.1460 1.7185 -1.16 -0.53 1.87
```
Positions in Å, forces in eV/Å.



Entry 3:
A 12-piece molecular cluster, C24H72O24 overall in a non-equilibrium geometry, computed with the ωB97M-V functional and the def2-TZVPD basis.

total energy = -2763.21214 a.u.
multiplicity = 1
HOMO = -9.292 eV
lowest unoccupied orbital energy = -0.001 hartree
HOMO-LUMO gap = 9.26 eV

```
120
Properties=species:S:1:pos:R:3:forces:R:3
O 0.0114 1.3345 4.5425 -0.11 -0.19 0.05
C -1.2597 1.0144 5.1183 0.78 0.30 -0.48
C -2.2414 0.6031 4.0528 -0.34 -0.64 0.32
O -2.3680 1.6155 3.0585 0.02 0.12 -0.08
H -0.1393 1.7858 3.7047 -0.11 0.12 0.07
H -1.0524 0.1823 5.7888 -0.29 0.04 0.19
H -1.6263 1.8887 5.6688 -0.11 -0.14 0.13
H -3.2081 0.3474 4.4964 -0.04 0.18 -0.06
H -1.9080 -0.3135 3.5632 0.17 0.13 -0.11
H -3.0744 2.2208 3.3015 -0.04 0.00 -0.08
O -0.8764 -3.3160 1.2748 0.03 0.19 0.06
C -0.3053 -3.5837 2.5590 0.57 0.14 -0.92
C -1.4242 -4.0276 3.4277 -0.58 -0.24 0.46
O -2.3809 -2.9904 3.6036 0.05 0.12 0.13
H -0.1502 -3.0149 0.7168 -0.14 0.10 -0.09
H 0.4729 -4.3397 2.4175 -0.07 -0.14 0.39
H 0.1687 -2.6699 2.9361 -0.06 -0.05 0.21
H -1.0812 -4.3109 4.4238 0.09 0.10 -0.01
H -1.9086 -4.9104 2.9924 0.08 0.03 -0.08
H -2.5394 -2.5939 2.7388 -0.02 -0.14 -0.09
O -7.3506 1.8121 -0.4749 0.22 0.26 -0.19
C -6.5677 2.7046 -1.2839 -0.86 -0.66 0.04
C -5.5479 3.3526 -0.4110 0.57 0.54 -0.30
O -4.5853 2.4423 0.0911 0.04 0.22 0.18
H -7.8460 1.2213 -1.0478 -0.02 0.02 -0.01
H -6.0901 2.1394 -2.0936 0.10 0.12 0.00
H -7.2136 3.4739 -1.7279 0.11 -0.01 -0.01
H -6.0362 3.8778 0.4105 0.05 -0.38 0.26
H -5.0621 4.1516 -0.9920 0.07 -0.14 -0.03
H -4.1469 1.9625 -0.6363 -0.03 -0.05 0.17
O 2.5750 -5.7400 -0.4011 0.05 0.03 0.25
C 3.1798 -4.5621 -0.9186 -0.19 -0.69 -0.76
C 2.2469 -3.4226 -0.7016 0.17 1.00 0.28
O 2.1685 -3.0481 0.6829 -0.27 -0.18 -0.23
H 3.2376 -6.3841 -0.1406 0.08 0.04 -0.09
H 4.1699 -4.3753 -0.4867 -0.03 0.05 0.10
H 3.3035 -4.6706 -2.0069 0.18 0.02 0.11
H 1.2557 -3.6546 -1.0865 -0.10 -0.14 0.23
H 2.5850 -2.5420 -1.2639 0.10 -0.15 -0.15
H 3.0206 -3.2673 1.0698 -0.05 -0.06 0.12
O 2.9702 2.7948 -1.9003 -0.27 0.13 0.18
C 3.5771 3.8831 -1.2209 -0.05 -0.46 0.80
C 3.7412 5.0576 -2.1436 0.03 0.10 -0.78
O 4.5486 6.0276 -1.5047 0.03 0.12 0.14
H 2.0320 2.8578 -1.6687 -0.16 -0.13 -0.16
H 2.9861 4.1939 -0.3465 -0.17 -0.04 -0.17
H 4.4958 3.5113 -0.7615 0.34 0.36 -0.42
H 2.7540 5.4576 -2.4247 -0.01 0.02 0.32
H 4.1624 4.7288 -3.1043 0.27 -0.11 0.23
H 4.6727 6.7793 -2.0889 -0.03 -0.02 -0.03
O -1.1550 1.5049 0.5967 0.03 -0.35 -0.19
C -0.0740 0.6116 0.8520 -0.06 -0.09 0.91
C 0.4239 0.0204 -0.4191 0.35 -0.36 -1.15
O -0.5682 -0.8133 -1.0470 0.04 0.28 0.45
H -1.7167 1.5354 1.3953 0.04 0.19 -0.08
H 0.7425 1.1578 1.3433 0.14 -0.09 -0.17
H -0.3714 -0.1692 1.5629 -0.11 -0.06 -0.17
H 1.3225 -0.5870 -0.2696 0.02 0.17 0.43
H 0.7030 0.8257 -1.1078 -0.04 0.02 0.03
H -0.2215 -1.0616 -1.9120 -0.15 -0.11 -0.03
O -1.7190 -1.8673 -4.3647 -0.12 -0.16 -0.46
C -3.0321 -2.3649 -4.0558 0.29 0.65 1.21
C -2.9507 -3.8409 -3.8036 -0.44 -0.23 -0.62
O -2.7889 -4.5431 -5.0291 0.08 -0.06 0.35
H -1.7922 -0.9613 -4.6762 0.05 0.01 0.02
H -3.3285 -1.8510 -3.1298 -0.24 -0.15 -0.11
H -3.7755 -2.1446 -4.8214 0.21 -0.04 -0.28
H -3.9096 -4.1437 -3.3719 0.07 -0.07 0.05
H -2.1621 -4.0860 -3.0861 0.03 0.08 0.00
H -1.8401 -4.7119 -5.1436 -0.12 0.05 -0.03
O 5.3624 3.1453 1.9062 -0.51 -0.10 -0.06
C 4.4147 3.7337 2.7774 0.43 0.26 0.67
C 3.1822 2.8872 2.9825 -0.11 -0.66 0.16
O 3.4863 1.8309 3.9053 0.04 0.31 -0.14
H 5.4622 2.2367 2.2370 0.36 0.12 -0.22
H 4.9023 3.8470 3.7582 -0.30 0.04 0.08
H 4.1685 4.7515 2.4682 0.01 -0.16 -0.50
H 2.8586 2.4294 2.0381 0.02 0.31 -0.10
H 2.3522 3.4879 3.3735 0.08 -0.01 0.07
H 3.3049 0.9795 3.4870 -0.05 0.03 -0.02
O 0.5962 -3.1608 -3.4777 0.32 -0.22 -0.06
C 1.4565 -3.6423 -4.5177 -1.19 0.59 0.18
C 1.1572 -5.0740 -4.8784 0.36 -0.47 -0.58
O -0.1527 -5.1912 -5.4413 0.02 0.36 0.22
H -0.2356 -2.8509 -3.8771 0.10 0.07 0.00
H 1.2916 -3.0082 -5.3962 0.30 -0.12 -0.08
H 2.4818 -3.5297 -4.1714 0.11 -0.11 -0.03
H 1.2605 -5.7264 -4.0063 -0.09 0.05 0.03
H 1.8782 -5.3907 -5.6445 0.08 0.01 0.23
H -0.2035 -5.9025 -6.0836 0.21 -0.08 0.07
O -1.5626 6.0753 0.5799 0.12 -0.19 0.08
C -1.1444 4.7315 0.3705 0.12 0.06 -0.08
C -0.1169 4.6342 -0.7431 0.24 0.46 -0.11
O 0.3610 3.3180 -0.9109 0.21 -0.46 0.04
H -0.9006 6.4998 1.1336 -0.04 0.11 -0.06
H -0.6832 4.3004 1.2683 -0.18 0.04 0.06
H -2.0313 4.1495 0.1330 -0.12 -0.06 -0.01
H 0.7299 5.2854 -0.4829 -0.01 -0.09 0.01
H -0.4904 5.0015 -1.7042 -0.27 0.00 0.14
H -0.1654 2.6871 -0.3867 -0.24 0.29 -0.05
O -4.9704 0.0494 1.6602 0.76 -0.10 -0.07
C -4.1632 -0.9104 0.9987 -0.34 -0.54 0.14
C -4.2386 -0.7912 -0.5161 0.56 -0.60 0.16
O -3.3743 0.1984 -1.0799 -0.03 0.04 0.47
H -4.7481 0.9063 1.2608 -0.30 0.18 0.05
H -3.1129 -0.9513 1.3418 -0.03 0.46 -0.08
H -4.5644 -1.8940 1.2752 -0.11 0.12 -0.07
H -5.2876 -0.5847 -0.7310 0.13 0.33 -0.39
H -3.9682 -1.7566 -0.9671 -0.16 -0.02 0.14
H -2.4684 0.0203 -0.7329 -0.54 0.22 -0.50
O 3.3183 -0.5437 2.2348 0.20 0.37 -0.18
C 4.2844 -0.3594 1.1893 -0.62 -0.48 -0.11
C 5.6827 -0.6229 1.6571 0.36 -0.02 0.84
O 6.2065 0.5164 2.3374 0.02 -0.18 -0.25
H 3.3666 -1.4546 2.5371 -0.14 0.00 0.05
H 4.0691 -1.0565 0.3678 -0.11 0.14 -0.01
H 4.1401 0.6563 0.8260 0.18 0.05 -0.04
H 6.3346 -0.9416 0.8390 0.02 0.25 -0.10
H 5.6381 -1.4503 2.3789 0.01 -0.14 -0.21
H 6.7033 0.2403 3.1107 0.00 0.03 0.01
```
Positions in Å, forces in eV/Å.



Entry 4:
C4H8N2OS in the gas phase in a non-equilibrium geometry, computed with the ωB97M-V functional and the def2-TZVPD basis.

total energy = -740.03939 a.u.
multiplicity = 1
HOMO = -8.720 eV
lowest unoccupied orbital energy = -0.015 hartree
HOMO-LUMO gap = 8.30 eV

```
16
Properties=species:S:1:pos:R:3:forces:R:3
C -0.0377 1.8142 -1.0993 1.00 -1.25 -0.08
N 0.4670 0.9635 -0.0026 0.63 -2.59 -1.09
C 0.1117 1.3363 1.3223 0.15 -0.61 0.56
N 0.4425 -0.4713 -0.2190 -0.14 -0.86 0.65
C 1.7146 -1.1748 0.0297 1.21 0.95 -2.12
O 2.7752 -0.5749 -0.0164 -2.04 -1.28 0.76
C -0.7291 -1.2404 -0.2206 -0.37 1.56 1.79
S -2.2610 -0.5439 0.0467 2.11 -1.64 -1.00
H 0.7125 2.7084 -1.1096 -1.80 -1.25 -0.23
H -1.1543 2.0662 -0.8207 2.08 -0.22 -1.48
H 0.2387 1.0984 -2.0190 -1.41 2.18 1.50
H -0.9105 0.9664 1.6221 0.73 1.18 -0.22
H 0.8281 0.8842 2.0465 -0.26 0.57 -0.43
H 0.3191 2.3987 1.1596 -0.74 0.23 1.48
H 1.6876 -2.3404 0.0041 -0.48 1.86 0.39
H -0.4698 -2.3382 -0.1397 -0.67 1.16 -0.49
```
Positions in Å, forces in eV/Å.



Entry 5:
A 2-piece molecular cluster, CH5NO overall in a non-equilibrium geometry, computed with the ωB97M-V functional and the def2-TZVPD basis.

total energy = -170.93278 a.u.
multiplicity = 1
HOMO (spin up / spin down) = -10.282 / -9.922 eV
lowest unoccupied orbital energy (spin up / spin down) = -0.012 / -0.026 hartree
HOMO-LUMO gap (spin up / spin down) = 9.96 / 9.21 eV

```
8
Properties=species:S:1:pos:R:3:forces:R:3
C -0.4840 -1.0469 0.0732 -1.24 -0.87 -0.36
N 1.0877 1.3858 -0.3677 0.08 -1.66 1.13
O 0.0688 -0.0061 0.7525 1.58 1.36 -0.04
H 0.1290 -1.9390 -0.2651 -0.01 1.28 0.28
H -1.0688 -0.6025 -0.7680 0.00 -0.95 0.37
H -1.1738 -1.4948 0.8743 0.41 0.56 -1.09
H 1.1364 1.8857 0.5184 0.19 0.05 0.14
H 0.3047 1.8178 -0.8177 -1.00 0.23 -0.44
```
Positions in Å, forces in eV/Å.



Entry 6:
C19H27CoN2 as an isolated structure in a non-equilibrium geometry, computed with the ωB97M-V functional and the def2-TZVPD basis.

total energy = -2231.72176 a.u.
multiplicity = 5
charge = +2
HOMO (spin up / spin down) = -16.348 / -16.350 eV
lowest unoccupied orbital energy (spin up / spin down) = -0.261 / -0.354 hartree
HOMO-LUMO gap (spin up / spin down) = 9.24 / 6.73 eV

```
49
Properties=species:S:1:pos:R:3:forces:R:3
C -0.4036 -0.9573 -3.7637 -0.05 0.42 -0.07
H -0.1919 -1.8184 -4.4028 -0.13 0.39 -0.26
H -1.2303 -0.3414 -4.1409 0.30 -0.19 -0.43
H -0.8336 -1.3890 -2.8513 0.35 0.01 0.19
C 0.8540 -0.1073 -3.4509 0.01 -1.20 0.05
H 0.5899 0.4296 -2.5405 0.17 0.59 0.18
H 1.6274 -0.8119 -3.1284 0.03 -0.06 0.05
C 1.5213 0.8324 -4.4619 -0.84 0.88 -0.04
H 2.4140 1.2181 -3.9941 0.31 0.30 0.26
H 1.8785 0.4557 -5.4172 -0.36 -0.69 0.06
H 0.8874 1.7078 -4.7111 0.20 -0.45 0.16
C -0.1775 1.3519 2.4831 -0.90 1.68 1.29
C 0.4104 2.0861 1.3848 -0.55 2.36 0.01
C -0.5419 2.0607 0.2828 -0.65 2.31 -0.27
C -1.6600 1.2490 0.6447 -1.52 2.25 0.28
C -1.4767 0.8559 2.0224 -1.61 1.25 1.31
C -2.4389 -0.0076 2.7548 0.09 -0.69 0.05
C -2.8735 1.0335 -0.1889 -0.02 -0.48 -0.24
C -0.4413 2.7971 -1.0057 0.50 -0.17 -0.87
C 1.7851 2.6656 1.2905 0.38 -0.80 -0.25
C 0.4449 1.0720 3.8059 0.01 -0.23 -0.24
Co -0.0313 0.2580 0.9619 4.54 -8.14 -3.31
H -3.3446 0.0816 0.0340 -0.13 -0.08 0.06
H -3.6233 1.8097 -0.0247 0.12 0.12 0.17
H -2.6463 1.0269 -1.2510 0.11 0.08 -0.08
H -3.0972 -0.4980 2.0263 0.05 0.11 0.38
H -1.8766 -0.7878 3.2816 -0.27 0.03 0.13
H -3.0665 0.5064 3.4976 0.31 0.12 -0.28
H 1.5282 1.0914 3.7192 0.09 -0.03 0.17
H 0.1495 1.8249 4.5275 -0.07 0.26 0.15
H 0.1144 0.1093 4.1942 0.09 -0.02 0.06
H 2.1173 2.7225 0.2483 -0.19 0.14 0.17
H 1.8971 3.6485 1.7384 -0.23 0.14 0.15
H 2.4903 1.9902 1.7848 0.05 0.22 0.17
H -0.8620 2.2291 -1.8531 -0.02 0.18 0.45
H -0.9710 3.7673 -0.9733 0.15 -0.40 0.24
H 0.5998 2.9935 -1.2916 -0.24 0.10 0.20
N -0.7433 -6.0058 0.4624 1.31 2.42 0.46
C -0.1616 -5.0054 0.6416 -0.88 -1.36 -0.28
C 0.6465 -3.7935 0.8240 -0.55 -0.45 -0.33
C 2.0059 -3.9410 1.1600 -0.99 -0.20 -0.33
C 2.7891 -2.8182 1.2783 1.70 -0.22 0.62
C 2.2552 -1.5730 1.0579 -1.17 0.43 -0.16
N 0.9361 -1.4131 0.7245 -0.52 -1.23 0.48
C 0.1042 -2.5154 0.6312 1.31 0.14 0.32
H 2.3918 -4.9432 1.3223 0.05 0.18 0.00
H 3.8505 -2.9430 1.6060 -1.04 0.34 -0.46
H 2.8304 -0.6566 1.2068 -0.11 -0.31 -0.24
H -0.9782 -2.3603 0.4669 0.79 -0.06 -0.13
```
Positions in Å, forces in eV/Å.



Q: Which of these has the highest total energy?
A: CH5NO